Formula: C2H5N3O2S
Source: the Open Molecules 2025 dataset
Level of theory: ωB97M-V/def2-TZVPD

```
13
C2H5N3O2S (ωB97M-V/def2-TZVPD)
C 0.145 -1.138 -0.156
C -0.280 0.289 -0.364
H 0.875 -1.075 2.081
H 1.266 -2.546 0.712
H -0.650 1.437 -1.873
H 1.591 1.482 -0.973
H -2.528 1.848 1.625
N 0.696 -1.553 1.087
N -0.090 0.561 -1.615
N -0.856 1.205 0.397
O 0.064 -1.966 -1.018
O 1.422 0.717 -1.759
S -1.654 0.740 1.857
```

HOMO: -9.2 eV
Lowest unoccupied orbital energy: -0.204 eV
Energy above the lowest of the compared OMol25 structures with the same formula, charge and spin: 116.94 kcal/mol
Charge: 0
Frontier orbital gap: 8.95 eV
SMILES string: NC(=O)/C(=N\S)NO
Largest force on an atom: 0.1154 hartree/bohr

Here are the natural (NBO) charges for atoms 1 to 2, given in e: atom 1 (C): 0.6125, atom 2 (C): 0.2668


Formula: C2H5N3O2S
Source: the Open Molecules 2025 dataset
Level of theory: ωB97M-V/def2-TZVPD

```
13
C2H5N3O2S (ωB97M-V/def2-TZVPD)
C -2.309 -0.392 -0.141
C 0.822 1.516 -0.007
N -1.916 -1.481 -0.495
N 0.433 0.188 0.279
N 1.407 -0.570 0.313
O 0.978 -1.842 0.326
O 2.591 -0.334 0.424
S -2.723 1.019 0.352
H 1.906 1.695 0.045
H 0.467 1.844 -0.971
H 0.331 2.293 0.729
H -0.002 -1.935 0.499
H -1.986 -2.001 -1.354
```

HOMO: -9.8 eV
Lowest unoccupied orbital energy: 0.410 eV
Energy above the lowest of the compared OMol25 structures with the same formula, charge and spin: 113.74 kcal/mol
Charge: 0
Frontier orbital gap: 10.25 eV
SMILES string: C/N=[N+](\[O-])O.N=C=S
Largest force on an atom: 0.0774 hartree/bohr

Here are the natural (NBO) charges for atoms 1 to 2, given in e: atom 1 (C): 0.2503, atom 2 (C): -0.4808


Formula: C2H5N3O3
Source: the Open Molecules 2025 dataset
Level of theory: ωB97M-V/def2-TZVPD

```
13
C2H5N3O3 (ωB97M-V/def2-TZVPD)
C -0.010 -1.469 -0.668
C -0.887 0.403 0.739
H 2.922 -1.553 -1.552
H -0.843 -2.120 -0.717
H 1.521 0.918 -0.717
H -1.236 -0.325 1.506
H -2.141 2.846 1.982
N 1.010 -1.971 -1.230
N -0.044 -0.133 -0.222
N -0.995 1.710 0.943
O 2.211 -1.132 -1.016
O 0.557 0.914 -0.912
O -2.065 1.912 1.864
```

HOMO: -8.5 eV
Lowest unoccupied orbital energy: 0.685 eV
Energy above the lowest of the compared OMol25 structures with the same formula, charge and spin: 133.01 kcal/mol
Charge: 0
Frontier orbital gap: 9.22 eV
SMILES string: O/N=C\N(O)/C=N/O
Largest force on an atom: 0.0572 hartree/bohr

Here are the natural (NBO) charges for atoms 1 to 2, given in e: atom 1 (C): 0.1709, atom 2 (C): 0.1792


Formula: C2H5N3O4
Source: the Open Molecules 2025 dataset
Level of theory: ωB97M-V/def2-TZVPD

```
14
C2H5N3O4 (ωB97M-V/def2-TZVPD)
N -1.124 1.581 0.280
N 0.912 -0.240 0.389
C -0.739 0.755 1.332
C 0.461 0.016 -1.026
N -0.171 -1.044 -1.579
O -0.241 2.010 1.397
O 0.949 -1.542 0.886
O -1.167 -0.121 2.017
O 0.726 1.064 -1.567
H 0.208 -1.587 1.530
H -1.147 1.789 -0.724
H 1.677 0.330 0.735
H -0.151 -1.924 -1.088
H -0.194 -1.086 -2.584
```

HOMO: -9.5 eV
Lowest unoccupied orbital energy: 0.615 eV
Energy above the lowest of the compared OMol25 structures with the same formula, charge and spin: 69.13 kcal/mol
Charge: 0
Frontier orbital gap: 10.13 eV
SMILES string: NC(=O)NO.O=C1NO1
Largest force on an atom: 0.0646 hartree/bohr

Here are the natural (NBO) charges for atoms 1 to 2, given in e: atom 1 (N): -0.4696, atom 2 (N): -0.3772


Formula: C2H5N3OS
Source: the Open Molecules 2025 dataset
Level of theory: ωB97M-V/def2-TZVPD

```
12
C2H5N3OS (ωB97M-V/def2-TZVPD)
C -1.012 0.064 -0.927
C -0.503 -1.166 -0.137
H -0.318 2.417 0.969
H -0.220 0.828 1.155
H -1.817 0.024 -1.656
H 1.171 -2.059 0.642
H 1.923 0.755 0.155
N -0.018 1.516 0.486
N -0.876 1.263 -0.556
N 0.768 -1.076 0.415
O -1.162 -2.209 -0.006
S 2.063 -0.356 -0.540
```

HOMO: -9.6 eV
Lowest unoccupied orbital energy: 0.214 eV
Energy above the lowest of the compared OMol25 structures with the same formula, charge and spin: 70.73 kcal/mol
Charge: 0
Frontier orbital gap: 9.80 eV
SMILES string: N/N=C\C(=O)NS
Largest force on an atom: 0.0633 hartree/bohr

Here are the natural (NBO) charges for atoms 1 to 2, given in e: atom 1 (C): -0.0809, atom 2 (C): 0.5950


Formula: C2H5N3OS
Source: the Open Molecules 2025 dataset
Level of theory: ωB97M-V/def2-TZVPD

```
12
C2H5N3OS (ωB97M-V/def2-TZVPD)
C -0.412 0.487 -0.143
C 2.724 0.279 0.049
H -2.282 -1.372 -0.738
H -2.194 -1.297 0.879
H -2.301 1.243 0.056
H 2.157 1.198 0.018
H 3.827 0.210 0.127
N -2.495 -0.800 0.060
N -1.781 0.387 -0.095
N 2.166 -0.843 -0.066
O 0.098 1.583 -0.053
S 0.492 -1.075 -0.095
```

HOMO: -9.6 eV
Lowest unoccupied orbital energy: 0.748 eV
Energy above the lowest of the compared OMol25 structures with the same formula, charge and spin: 58.03 kcal/mol
Charge: 0
Frontier orbital gap: 10.30 eV
SMILES string: C=NSC(=O)NN
Largest force on an atom: 0.0283 hartree/bohr

Here are the natural (NBO) charges for atoms 1 to 2, given in e: atom 1 (C): 0.4814, atom 2 (C): -0.0600


Formula: C2H5N3OS
Source: the Open Molecules 2025 dataset
Level of theory: ωB97M-V/def2-TZVPD

```
12
C2H5N3OS (ωB97M-V/def2-TZVPD)
C -0.727 0.590 0.222
C 1.574 0.227 0.950
H -3.029 -0.076 -2.078
H -0.898 1.424 0.865
H -0.107 -0.780 -1.266
H 1.809 1.116 1.672
H 2.365 -1.508 0.317
N -1.594 0.037 -0.519
N 0.333 -0.196 0.554
N 2.666 -0.516 0.815
O 0.596 -1.103 -0.530
S -2.989 0.784 -1.003
```

HOMO: -8.8 eV
Lowest unoccupied orbital energy: 0.409 eV
Energy above the lowest of the compared OMol25 structures with the same formula, charge and spin: 117.91 kcal/mol
Charge: 0
Frontier orbital gap: 9.18 eV
SMILES string: [H]/N=C\N(O)/C=N/S
Largest force on an atom: 0.1155 hartree/bohr

Here are the natural (NBO) charges for atoms 1 to 2, given in e: atom 1 (C): 0.2286, atom 2 (C): 0.1963


Formula: C2H5N3OS
Source: the Open Molecules 2025 dataset
Level of theory: ωB97M-V/def2-TZVPD

```
12
C2H5N3OS (ωB97M-V/def2-TZVPD)
C -0.271 0.243 -0.474
C 1.559 -1.220 1.002
N -0.759 1.544 -0.301
N 1.038 -0.028 -0.186
N -1.288 -0.621 -0.553
O 0.899 -2.194 0.885
S 2.801 -0.657 1.849
H -0.319 2.411 -0.598
H -1.768 1.507 -0.451
H 1.463 0.867 -0.086
H -2.187 -0.231 -0.663
H -1.168 -1.621 -0.424
```

HOMO: -8.1 eV
Lowest unoccupied orbital energy: 0.114 eV
Energy above the lowest of the compared OMol25 structures with the same formula, charge and spin: 28.52 kcal/mol
Charge: 0
Frontier orbital gap: 8.26 eV
Largest force on an atom: 0.0694 hartree/bohr

Here are the natural (NBO) charges for atoms 1 to 2, given in e: atom 1 (C): 0.6508, atom 2 (C): 0.4367


Formula: C2H5N3S
Source: the Open Molecules 2025 dataset
Level of theory: ωB97M-V/def2-TZVPD

```
11
C2H5N3S (ωB97M-V/def2-TZVPD)
C 1.206 0.834 -0.110
C -1.141 0.457 0.311
H 3.573 -1.189 0.211
H 2.056 -1.224 0.731
H 0.930 1.908 -0.067
H 0.272 -1.006 -0.330
H -1.160 1.360 0.885
N 2.605 -0.866 0.026
N 2.486 0.489 -0.249
N 0.148 -0.104 0.142
S -2.671 -0.265 -0.130
```

HOMO: -8.7 eV
Lowest unoccupied orbital energy: -0.414 eV
Energy above the lowest of the compared OMol25 structures with the same formula, charge and spin: 60.67 kcal/mol
Charge: 0
Frontier orbital gap: 8.27 eV
SMILES string: N/N=C\NC=S
Largest force on an atom: 0.0803 hartree/bohr

Here are the natural (NBO) charges for atoms 1 to 2, given in e: atom 1 (C): 0.1593, atom 2 (C): -0.0204


Formula: C2H5N3S
Source: the Open Molecules 2025 dataset
Level of theory: ωB97M-V/def2-TZVPD

```
11
C2H5N3S (ωB97M-V/def2-TZVPD)
C 0.677 0.318 0.273
C -2.234 -0.536 -0.547
H 2.303 -0.500 1.290
H 1.750 1.403 1.670
H -0.602 1.758 1.189
H -1.401 -1.083 -1.237
H -3.279 -0.650 -0.398
N 1.670 0.828 0.871
N -0.550 0.970 0.351
N -1.894 0.370 0.435
S 0.999 -0.925 -0.779
```

HOMO: -8.4 eV
Lowest unoccupied orbital energy: -0.716 eV
Energy above the lowest of the compared OMol25 structures with the same formula, charge and spin: 140.94 kcal/mol
Charge: 0
Frontier orbital gap: 7.70 eV
Largest force on an atom: 0.1682 hartree/bohr

Here are the natural (NBO) charges for atoms 1 to 2, given in e: atom 1 (C): 0.2372, atom 2 (C): -0.1448